Entry 1:
The following is a quantum chemistry calculation of an isolated ion of composition C25H29OSi and charge +1, from OMol25.

The geometry in XYZ format:
```
56
Properties=species:S:1:pos:R:3:forces:R:3
C 3.918819 0.394825 4.030933 -0.496 0.160 0.145
Si 2.698682 0.308641 2.594721 1.909 -0.722 -0.625
C 3.193763 1.481097 1.225989 -0.245 0.238 0.103
C 2.587131 -1.440064 1.938686 -0.167 -0.021 0.148
C 0.966827 0.822213 3.252689 -1.847 1.192 -0.081
C -0.045131 0.917070 2.232263 0.540 -0.632 2.067
C -0.841109 -0.181067 1.678527 0.109 -0.378 0.639
H 3.633825 -0.283697 4.849466 0.099 0.169 -0.237
H 4.921388 0.102334 3.684959 -0.312 0.057 -0.029
H 3.990973 1.411475 4.446106 0.010 -0.272 -0.123
H 2.379924 1.621200 0.500166 0.219 -0.032 0.030
H 3.470078 2.467232 1.625691 -0.069 -0.198 -0.140
H 4.063969 1.080308 0.686429 -0.234 0.070 0.168
H 1.636098 -1.655834 1.433335 0.313 -0.035 0.049
H 3.398799 -1.591082 1.211613 -0.224 -0.002 0.195
H 2.712098 -2.165494 2.755527 -0.053 0.133 -0.249
H 0.733749 0.126067 4.084355 0.280 -0.068 -0.696
H 1.176337 1.840220 3.626135 -0.023 -0.431 0.120
H -0.371810 1.930122 1.995309 0.440 -0.191 -0.405
H -0.229039 -0.767921 0.972592 0.158 0.041 0.246
H -1.125732 -0.896138 2.492755 0.385 0.442 -0.395
C 3.342537 -1.002303 -3.945734 -0.004 0.006 0.079
C 2.110430 -1.625792 -4.174122 0.088 0.064 -0.146
C 0.958513 -0.864660 -4.361947 0.234 0.471 0.185
C 1.066714 0.526257 -4.281822 -0.373 0.103 0.601
O -0.115214 1.296281 -4.242327 -0.174 0.228 -0.178
C -0.778486 1.275508 -3.012135 0.598 -0.522 -0.538
C -0.245316 1.996538 -1.938232 -0.179 -0.368 -0.486
C -0.724938 1.700177 -0.676014 0.136 -0.144 -0.194
C -1.696475 0.713097 -0.480078 -0.299 0.274 -0.284
C -2.044926 0.340665 0.943323 -2.325 0.304 -0.557
C -3.319593 -0.526526 1.072455 0.546 0.127 0.247
C -4.426054 0.013719 1.746945 0.208 -0.233 -0.182
C -5.602723 -0.728169 1.860444 0.260 0.070 0.027
C -5.675332 -2.014144 1.320058 0.190 0.200 0.116
C -4.573785 -2.557410 0.662102 0.412 0.251 0.040
C -3.386431 -1.817925 0.543333 -0.388 -0.117 0.177
C -2.355830 0.175695 -1.586767 0.186 -0.062 0.221
C -1.896522 0.446622 -2.864377 0.582 0.437 -0.064
C 2.292924 1.175328 -4.124930 -0.378 -0.413 0.164
C 3.429409 0.394080 -3.921808 -0.009 -0.125 -0.244
H 4.242225 -1.608280 -3.789862 -0.403 0.264 -0.068
H 2.033476 -2.712808 -4.205777 0.122 0.270 -0.017
H -0.018681 -1.317221 -4.535263 0.301 0.098 0.117
H 0.552216 2.725336 -2.099600 -0.257 -0.321 0.013
H -0.289445 2.243935 0.156234 -0.104 -0.020 -0.146
H -2.385069 1.284226 1.379032 0.295 0.044 0.408
H -4.344653 1.015392 2.193961 -0.162 -0.473 -0.267
H -6.446499 -0.292269 2.390837 0.096 -0.184 -0.132
H -6.578601 -2.602041 1.446410 0.079 0.094 -0.110
H -4.622755 -3.559585 0.244335 -0.022 0.159 0.085
H -2.522110 -2.241717 0.019509 -0.345 0.100 0.201
H -3.193157 -0.507035 -1.458373 0.233 0.243 -0.025
H -2.363191 -0.018527 -3.728291 0.223 0.109 0.066
H 2.322581 2.263884 -4.121554 0.020 -0.264 0.063
H 4.385104 0.888151 -3.748207 -0.179 -0.190 -0.102
```
Positions in Å, forces in eV/Å.

Properties
**LUMO**: -5.6852 eV
**Total charge**: +1
**Maximum force**: 2.410 eV/Å
**Energy above the lowest of the compared OMol25 structures with the same formula, charge and spin**: 50.06 kJ/mol
**Total energy**: -36313.225 eV
**Gap between HOMO and LUMO**: 5.573 eV

=====

Entry 2:
The following is a quantum chemistry calculation of a 4-piece molecular cluster, C33H30F3N3O13S overall, from OMol25.

The geometry in XYZ format:
```
83
Properties=species:S:1:pos:R:3:forces:R:3
O -2.132621 -1.687705 1.763758 1.014 0.199 0.559
C -1.497093 -0.821534 1.325159 -1.821 0.608 -2.756
N -1.158158 0.130404 0.566059 1.404 -0.753 3.079
C -0.048293 0.813527 1.290428 2.027 0.828 0.685
C -0.309927 2.057440 2.045165 2.741 -0.359 0.483
C -1.682242 2.804726 2.145515 0.710 0.331 0.437
C -2.780780 2.072917 3.025131 -0.359 -0.702 -0.056
C -3.988040 1.436906 2.213462 -0.819 0.052 0.837
C -4.610704 2.372258 1.092799 1.847 -0.277 -0.907
C -4.020021 2.005162 -0.361359 -0.589 0.452 0.218
C -4.864171 0.901794 -1.120127 0.614 -0.214 -1.062
C -4.931159 -0.482007 -0.364566 0.848 0.484 0.735
S -5.238462 -1.919359 -1.523329 0.725 -0.855 1.235
C -4.665993 -3.315474 -0.496304 -0.218 -2.665 3.736
N -5.255864 -3.848976 0.624786 -0.292 1.905 -2.111
N -4.540626 -4.854883 1.153532 3.326 -0.439 -2.152
C -3.412637 -5.005411 0.362925 -4.091 2.272 0.890
O -3.510718 -4.062452 -0.637055 1.298 -0.082 -0.807
C 0.863832 2.650920 2.768192 0.573 -1.819 -1.216
C 2.226592 2.071577 2.721878 -1.916 -1.181 -1.117
C 2.462009 0.853167 1.928357 -1.937 0.302 -0.171
C 1.311632 0.200936 1.219897 0.236 2.110 1.263
C 1.648095 -1.078726 0.415328 0.825 -0.261 -0.768
O 0.977144 -2.094295 0.361139 -0.043 1.305 0.275
C 3.019816 -1.077514 -0.365597 0.780 0.776 0.277
C 3.115324 -1.680328 -1.694957 2.723 0.561 0.528
C 4.439414 -1.681139 -2.373460 -0.072 1.438 2.881
C 5.597251 -1.061118 -1.664457 -2.124 -0.367 0.591
C 5.473961 -0.456567 -0.302542 -1.679 -1.140 -1.357
C 4.160630 -0.442702 0.364286 0.052 -1.092 -2.377
C 3.886769 0.191399 1.779086 -0.626 0.249 -0.750
O 4.708241 0.196638 2.674558 -0.732 0.091 -0.916
H -2.004502 3.066300 1.101919 0.030 -0.383 1.039
H -1.465089 3.794342 2.659055 -0.098 -1.146 -0.739
H -3.228748 2.739152 3.827906 0.740 -0.432 -1.145
H -2.276371 1.232923 3.599399 -0.548 0.948 -0.617
H -4.816553 1.247906 2.970856 1.059 0.043 -0.779
H -3.679715 0.424143 1.841716 -0.426 1.086 0.100
H -5.731361 2.331838 1.019888 1.101 0.180 0.374
H -4.216781 3.418265 1.298844 -1.024 -1.045 -0.088
H -2.927654 1.713303 -0.295076 -1.351 0.068 0.008
H -4.041075 2.956678 -0.982080 -0.087 -1.154 0.541
H -4.319809 0.701395 -2.100908 -0.621 0.250 1.070
H -5.876964 1.304179 -1.435595 1.027 -0.542 0.682
H -5.675941 -0.466054 0.485326 0.815 -0.226 -1.023
H -3.890842 -0.671515 0.044595 -1.355 0.185 -0.366
H -2.563801 -5.717281 0.479054 -0.932 0.978 -0.440
H 0.743278 3.592564 3.376016 -0.076 -1.190 -0.836
H 3.061988 2.563630 3.287717 -0.958 -0.648 -0.737
H 2.272294 -2.173951 -2.242188 0.651 0.695 1.016
H 4.583797 -2.129238 -3.397233 -0.247 0.584 1.354
H 6.579315 -1.102925 -2.213570 -1.087 0.252 0.949
H 6.383870 -0.030797 0.184564 -1.024 -0.401 -0.427
C 3.576030 -2.099327 5.668126 -0.145 -0.413 -0.758
C 3.828854 -0.765385 6.301532 -0.445 0.431 0.161
O 4.186662 -1.100206 7.627753 0.363 -0.379 -0.494
C 4.761735 -2.336815 7.552077 0.463 -0.604 0.695
O 5.418526 -2.823070 8.414873 -0.310 0.174 -0.318
O 4.494691 -2.940285 6.359314 0.049 0.434 0.407
F 2.697597 -0.018248 6.334623 0.018 0.180 -0.012
H 2.557362 -2.457849 5.836261 -0.002 0.224 0.118
H 3.774804 -2.096626 4.596555 0.175 -0.105 0.116
H 4.636036 -0.193009 5.837465 -0.156 0.108 -0.012
C 1.480787 1.512309 -3.826719 0.036 -0.845 -0.427
C 1.841798 2.960480 -3.958190 -0.519 0.418 -0.299
O 1.784142 3.426042 -2.623318 0.428 -0.585 0.002
C 2.089754 2.348880 -1.842955 0.112 -0.108 0.858
O 2.398228 2.420036 -0.696309 -0.133 0.013 -0.423
O 2.005173 1.183139 -2.542796 0.001 0.720 0.223
F 0.920254 3.630078 -4.690079 0.093 0.138 -0.033
H 0.400172 1.345771 -3.830824 0.004 0.275 -0.032
H 1.932567 0.898859 -4.603637 0.106 -0.007 0.235
H 2.839045 3.140825 -4.367474 -0.108 0.104 -0.072
C -0.965601 -1.969405 -6.433471 0.083 -0.855 -0.038
C -1.894651 -0.841453 -6.768621 -0.558 0.130 0.440
O -1.127009 0.306349 -6.459111 0.429 -0.407 -0.417
C 0.173093 -0.055841 -6.652407 0.716 0.429 -0.077
O 1.075490 0.715423 -6.747675 -0.338 -0.322 0.107
O 0.310452 -1.407595 -6.729346 -0.199 0.591 0.007
F -2.989758 -0.857821 -5.973536 -0.090 0.074 -0.098
H -1.004839 -2.245972 -5.377022 -0.178 0.177 -0.020
H -1.152904 -2.857770 -7.035797 0.218 0.100 -0.052
H -2.201030 -0.805953 -7.817183 -0.126 0.050 0.095
```
Positions in Å, forces in eV/Å.

Properties
**LUMO**: -1.0000 eV
**Maximum force**: 4.763 eV/Å
**Total energy**: -84777.521 eV
**Gap between HOMO and LUMO**: 8.336 eV
**SMILES string**: O=C=Nc1c(CCCCCCCSc2nnco2)ccc2c1C(=O)c1ccccc1C2=O.O=C1OC[C@@H](F)O1.O=C1OC[C@@H](F)O1.O=C1OC[C@@H](F)O1